Here is a molecular structure, C6H18BrLiO6 from OMol25. Energies are from ωB97M-V/def2-TZVPD.

Structure (ORCA input):
```
! wB97M-V def2-TZVPD RIJCOSX def2/J DEFGRID3
* xyz 0 1
Li -11.94868 14.87977 -12.63483
Br -14.37665 12.20776 -12.48644
C -18.80953 11.79734 -17.64042
C -19.75388 12.01808 -18.81071
O -20.98748 12.61129 -18.35928
O -17.71935 12.71048 -17.62779
H -18.32463 10.87483 -17.95972
H -19.34075 11.61586 -16.70608
H -19.92468 11.02125 -19.21721
H -19.34985 12.68701 -19.57058
H -21.49457 11.92815 -17.91457
H -17.03212 12.46250 -17.00503
C -13.79013 18.63534 -11.21034
C -15.12100 18.23780 -11.81401
O -15.74924 17.22829 -10.98132
O -12.87436 17.62110 -11.12729
H -13.85977 18.79144 -10.13383
H -13.40722 19.46548 -11.80393
H -15.11051 18.12296 -12.89789
H -15.75536 19.11930 -11.72101
H -15.19320 16.45058 -11.06844
H -12.02064 18.02785 -11.29255
C -14.18570 14.71119 -6.18373
C -13.56465 14.19437 -4.77592
O -14.58581 13.95628 -3.80909
O -15.00580 13.73876 -6.90080
H -13.29774 14.83206 -6.80422
H -14.74642 15.62518 -5.98799
H -12.74014 14.69127 -4.26466
H -13.10041 13.21279 -4.87121
H -14.20576 13.70167 -2.96510
H -15.11315 14.05941 -7.79928
*
```

The calculation puts the total energy at -89042.583 eV. The energy relative to the best compared isomer or geometry (same formula, charge and spin) is 84.7 kcal/mol. The value obtained for the molar mass is 273.05 g mol⁻¹. The calculation puts the frontier orbital gap at 5.5 eV.

Here are the natural (NBO) charges for atoms 1 to 2, given in e:
1. Li 0.927
2. Br -0.936